1.
# C11H26O2P2

3 unconnected molecules or ions with the total composition C11H26O2P2 in a non-equilibrium geometry (ωB97M-V/def2-TZVPD, OMol25).

```
41
Properties=species:S:1:pos:R:3:forces:R:3:lowdin_charge:R:1
C 0.710952 1.796278 0.134092 -0.1 0.1 0.0 -0.123
C -0.389566 0.757892 0.346964 0.4 -0.2 -0.3 -0.333
C -0.794968 0.053964 -0.954745 0.3 -0.1 -0.1 -0.513
P -2.008787 1.044955 -1.921124 0.5 0.8 0.0 0.647
P -3.913856 0.950974 -0.927721 -1.1 -0.5 -0.7 0.584
C -4.222615 2.622241 -0.232162 0.6 -0.1 0.5 -0.391
C -3.858239 -0.211358 0.500691 0.1 0.3 0.3 -0.347
H 1.491214 1.413804 -0.523087 0.0 0.0 0.0 0.043
H 1.181528 2.058837 1.082688 0.0 0.1 0.0 0.068
H 0.322994 2.707198 -0.321324 0.0 0.0 0.0 0.067
H 0.006573 -0.012335 1.011805 -0.2 0.0 0.2 0.098
H -1.260372 1.218593 0.817304 0.0 -0.1 0.2 0.083
H -1.107099 -0.973153 -0.772972 -0.3 0.1 0.1 0.037
H 0.095534 -0.022234 -1.586098 0.0 0.0 -0.1 0.064
H -2.247475 0.207415 -3.026128 -0.1 -0.3 0.2 -0.117
H -4.662857 3.252718 -0.997448 0.0 0.1 -0.1 0.015
H -3.340966 3.105853 0.190836 0.0 0.1 -0.1 0.019
H -4.938231 2.503461 0.581998 -0.2 0.0 -0.1 0.023
H -2.899891 -0.710209 0.607130 0.0 -0.1 -0.1 -0.017
H -4.648948 -0.943501 0.363035 0.1 -0.2 0.0 0.018
H -4.059572 0.306328 1.440218 0.0 0.1 0.0 0.033
C 4.769904 3.512923 -0.891535 -0.1 0.0 -0.1 -0.022
C 4.491961 2.040647 -1.075517 0.0 0.0 0.0 -0.503
C 5.473022 1.079212 -0.448041 -0.1 -0.1 -0.1 -0.024
O 3.529451 1.651528 -1.692444 0.1 0.0 -0.1 0.058
H 3.995002 4.093642 -1.385529 0.0 0.0 0.0 0.083
H 4.784589 3.760787 0.171132 0.1 0.0 0.0 0.085
H 5.740891 3.767633 -1.319429 0.0 0.0 0.1 0.084
H 5.514030 1.237481 0.630922 0.1 0.1 0.0 0.084
H 6.470809 1.240609 -0.859111 0.0 0.1 0.1 0.084
H 5.161682 0.057417 -0.650517 0.0 0.0 0.0 0.080
C -1.901154 -4.943230 1.811453 -0.1 0.1 0.0 -0.021
C -1.243977 -3.821491 1.045262 0.1 0.0 0.0 -0.489
C 0.179403 -4.044736 0.594338 0.0 0.2 -0.1 -0.016
O -1.828658 -2.792050 0.802941 0.0 0.0 0.0 0.060
H -2.916468 -4.658375 2.075584 0.0 0.0 0.0 0.082
H -1.926861 -5.847659 1.201643 0.1 0.0 0.0 0.086
H -1.337135 -5.155629 2.721059 0.0 -0.1 0.0 0.085
H 0.232303 -4.915257 -0.061334 0.0 -0.1 0.1 0.087
H 0.821803 -4.223070 1.458197 0.0 -0.1 0.0 0.086
H 0.534051 -3.168103 0.056973 0.0 0.0 0.0 0.077
```
Positions in Å, forces in eV/Å.

SMILES string: CCC[PH]#P(C)C.CC(C)=O.CC(C)=O



2.
# C3H8N2O2

3 unconnected molecules or ions with the total composition C3H8N2O2 in a non-equilibrium geometry (ωB97M-V/def2-TZVPD, OMol25).

```
15
Properties=species:S:1:pos:R:3:forces:R:3:lowdin_charge:R:1
C 1.125787 -0.837581 1.494563 0.2 -2.8 -1.1 -0.155
C 1.902502 -1.749518 0.728290 -1.8 1.4 2.4 -0.118
N 1.264504 -1.759966 -0.465218 1.7 0.2 -1.1 0.008
C 0.327840 -0.748337 -0.504857 0.0 -3.2 1.1 -0.188
N 0.041217 -0.441006 0.741956 1.0 2.9 -0.3 0.041
H 1.200262 -0.783133 2.572550 -0.2 0.5 -0.2 0.084
H 2.650392 -2.420028 1.136403 -0.1 0.0 -0.7 0.101
H 1.455117 -2.455623 -1.166973 0.1 0.5 -0.4 0.143
H -0.057624 -0.554953 -1.486972 -1.0 0.4 0.3 0.102
O -0.829438 2.858050 0.641569 0.0 0.0 -0.3 -0.065
H -0.859023 2.908639 1.601489 -0.1 -0.1 0.0 0.036
H -1.599252 3.335384 0.319484 0.0 0.1 0.2 0.029
O -2.465380 0.583972 -1.839848 0.1 0.2 0.0 -0.064
H -2.049506 1.090706 -1.129667 0.0 -0.2 0.1 0.014
H -2.107405 0.973395 -2.642774 -0.1 0.0 -0.1 0.033
```
Positions in Å, forces in eV/Å.

SMILES string: c1c[nH]cn1.O.O
Energy relative to the best compared isomer or geometry (same formula, charge and spin): 2.148 eV



Number 1: gap between HOMO and LUMO 7.953 eV, M 252.3 Da. Number 2: gap between HOMO and LUMO 9.176 eV, M 104.1 Da.